(1)
The following is a quantum chemistry calculation of a molecular structure, C21H21Br3N4 in a non-equilibrium geometry, from the OMol25 dataset.

```
49
Properties=species:S:1:pos:R:3:forces:R:3:lowdin_charge:R:1
C -17.654180 1.591470 15.377180 0.155 0.403 -0.360 -1.578
Br -17.275090 3.151410 16.507090 0.145 -0.841 -0.009 0.541
Br -19.404150 0.839460 15.772360 0.684 0.167 -0.111 0.549
Br -16.244670 0.204420 15.224340 -0.781 0.915 0.383 0.525
H -17.685040 2.092270 14.409530 -0.193 -0.630 0.083 -0.044
N -9.060180 2.292840 14.699150 1.467 0.174 -0.536 0.039
C -7.912460 2.992230 14.669680 -1.012 1.288 1.988 -0.133
C -7.705930 4.079310 15.576160 -1.696 -0.569 0.315 -0.065
C -8.758190 4.444460 16.462760 -0.108 -1.703 -1.131 -0.055
C -9.983410 3.685390 16.424790 2.144 1.059 0.736 -0.068
C -10.015360 2.615740 15.575690 0.044 -0.442 -1.166 -0.186
H -7.096130 2.727680 14.013940 -0.239 -0.349 -0.306 0.095
H -6.763280 4.601930 15.644530 0.074 -0.005 -0.189 0.087
H -8.561070 5.207360 17.201350 -0.281 0.158 -0.017 0.092
H -10.775330 3.820690 17.146570 -0.054 0.289 -0.069 0.095
H -10.853770 1.939820 15.494450 -0.358 0.108 0.366 0.099
N -22.414020 -5.772590 14.305670 0.953 -1.402 0.154 0.033
C -22.484630 -6.789790 13.400830 2.214 2.318 -0.733 -0.120
C -21.493600 -6.863080 12.364580 -0.205 0.115 0.934 -0.065
C -20.359810 -6.014050 12.375830 -1.500 0.418 0.617 -0.084
C -20.245980 -5.093490 13.418240 -1.079 -0.251 0.293 -0.080
C -21.275700 -5.044480 14.378140 -0.783 -0.529 -1.106 -0.149
H -23.338880 -7.447520 13.464480 -0.083 0.054 -0.199 0.094
H -21.641740 -7.543100 11.538720 0.068 -0.220 0.041 0.086
H -19.664710 -5.917820 11.554870 0.001 -0.506 -0.131 0.098
H -19.496250 -4.316130 13.416640 0.324 -0.230 0.175 0.095
H -21.254710 -4.347080 15.202520 0.091 0.242 -0.043 0.094
N -26.637860 0.090140 15.507010 -1.643 0.421 -0.525 0.057
C -27.755300 0.692600 14.959880 2.123 -0.753 0.606 -0.127
C -27.875350 1.027720 13.614400 0.054 -0.069 0.684 -0.089
C -26.891230 0.603750 12.725920 0.428 -0.243 1.482 -0.064
C -25.821850 -0.127930 13.294000 -0.720 1.288 -2.084 -0.083
C -25.707980 -0.308450 14.651500 -0.080 0.495 -0.432 -0.181
H -28.499590 0.987100 15.684930 -0.092 0.058 -0.002 0.095
H -28.689040 1.702840 13.394110 -0.123 -0.179 -0.561 0.097
H -26.890040 0.932130 11.697050 0.011 -0.254 -0.107 0.100
H -25.009970 -0.341870 12.614670 0.202 -0.442 0.185 0.095
H -24.740560 -0.670510 14.966810 -0.157 -0.326 0.755 0.101
N -15.867370 6.782170 12.882280 1.462 0.873 0.680 0.038
C -14.649290 7.041830 13.502490 -0.853 -1.408 -1.895 -0.115
C -13.506800 6.294750 13.190080 -1.622 0.578 0.597 -0.077
C -13.677440 5.187060 12.358770 0.813 0.149 0.140 -0.103
C -14.871540 4.912490 11.736610 -0.918 0.733 0.703 -0.067
C -15.957450 5.810380 11.984140 1.389 -0.667 0.806 -0.153
H -14.602860 7.852150 14.214960 -0.264 0.056 0.020 0.093
H -12.593490 6.533730 13.714630 0.226 -0.184 -0.220 0.096
H -12.819350 4.543180 12.234220 -0.015 -0.242 -0.177 0.102
H -14.986790 3.962500 11.235970 -0.160 0.212 -0.464 0.095
H -16.932220 5.687160 11.535770 -0.055 -0.128 -0.169 0.095
```
Forces are in eV/Å.

Calculated values
Total charge = 0
Total energy = -238202.65209 eV
Maximum force = 0.06395 Eh/bohr
M = 569.1 g mol⁻¹
HOMO energy = -9.6 eV
Kohn-Sham gap = 0.33586 Ha
Relative energy (zero: lowest compared OMol25 entry of this formula, charge and spin) = 1.164 eV

(2)
The following is a quantum chemistry calculation of C5H9NO in the gas phase, from the OMol25 dataset.

```
16
Properties=species:S:1:pos:R:3:forces:R:3:lowdin_charge:R:1
C -0.958756 -0.155904 -2.546012 -0.046 -0.025 -0.244 -0.045
N -0.386611 -0.247341 -1.196281 -0.280 -0.080 0.313 -0.006
C -1.159382 -0.100169 -0.158738 -0.037 0.197 -0.354 -0.060
C -0.059845 0.781497 0.003527 -0.124 0.182 0.128 -0.064
C 0.415829 0.227240 1.403413 0.085 -0.326 -0.220 -0.622
O -0.103832 1.095947 2.177505 -0.035 0.100 0.162 -0.101
C 1.838565 -0.278671 1.707073 0.054 -0.018 -0.026 -0.024
H -0.710090 -1.034393 -3.144624 0.124 0.111 0.129 0.082
H -0.579630 0.739456 -3.044855 0.032 -0.146 0.088 0.091
H -2.049331 -0.068954 -2.473371 0.196 -0.044 -0.135 0.084
H -2.207188 -0.294755 0.030672 0.032 0.058 0.101 0.157
H -0.259389 -0.810043 1.294144 0.117 0.112 0.259 0.148
H -0.104547 1.846799 -0.212581 0.013 -0.193 0.078 0.142
H 2.017660 -0.000703 2.750072 0.022 -0.098 -0.184 0.079
H 1.935279 -1.363913 1.614886 -0.007 0.165 -0.123 0.068
H 2.592745 0.206343 1.081341 -0.146 0.004 0.029 0.074
```
Forces are in eV/Å.

Calculated values
Total charge = 0
Total energy = -8862.14768 eV
Maximum force = 0.00831 Eh/bohr
M = 99.1 g mol⁻¹
HOMO energy (alpha / beta) = -7.9 / -7.9 eV
Kohn-Sham gap (alpha / beta) = 0.27735 / 0.27728 Ha
Relative energy (zero: lowest compared OMol25 entry of this formula, charge and spin) = 7.065 eV

(3)
The following is a quantum chemistry calculation of 3 unconnected molecules or ions with the total composition C3H7O2 in a non-equilibrium geometry, from the OMol25 dataset.

```
12
Properties=species:S:1:pos:R:3:forces:R:3:lowdin_charge:R:1
C -0.344226 -1.474415 -1.793680 -0.128 -0.053 -0.923 -0.162
O 0.455019 -2.060271 -2.488736 0.300 -0.276 0.287 -0.067
H -0.895817 -0.649763 -2.273261 -0.199 0.182 0.625 0.071
H -0.585429 -1.756016 -0.764531 0.025 0.199 0.071 0.064
H 2.637017 5.595792 3.892331 -0.010 0.013 -0.018 0.000
C 0.753191 1.080350 1.710191 0.983 0.626 0.008 -0.133
C -0.491276 0.661942 1.375756 -0.536 0.019 -0.225 -0.570
O -0.948956 0.330691 0.229383 -0.014 -0.066 0.231 -0.242
H 1.018889 1.430242 2.701610 -0.310 -0.161 0.169 -0.023
H 1.493975 1.316588 0.950473 -0.021 -0.265 -0.159 -0.003
H -1.194211 0.645716 2.243691 -0.098 -0.203 -0.082 0.064
H 2.355245 6.023598 3.355700 0.008 -0.016 0.017 0.000
```
Forces are in eV/Å.

Calculated values
Total charge = -1
Total energy = -7317.74368 eV
Maximum force = 0.02266 Eh/bohr
M = 75.1 g mol⁻¹
HOMO energy = -2.5 eV
Kohn-Sham gap = 0.24352 Ha
Relative energy (zero: lowest compared OMol25 entry of this formula, charge and spin) = 3.208 eV

(4)
The following is a quantum chemistry calculation of 10 unconnected molecules or ions with the total composition C28H57N3O18 in a non-equilibrium geometry, from the OMol25 dataset.

```
106
Properties=species:S:1:pos:R:3:forces:R:3:lowdin_charge:R:1
C 0.847718 0.230253 -4.818713 -1.141 -0.764 -0.668 -0.007
C 0.143338 -0.718057 -5.832903 0.663 2.488 0.411 -0.313
C 0.901488 -0.766377 -7.132663 0.017 0.834 0.025 -0.114
O 0.805788 -2.127847 -7.443213 0.787 -0.874 -1.275 0.090
C 0.554878 -2.836117 -6.332563 -0.166 -3.415 -1.201 -0.582
O 0.539518 -4.048897 -6.259683 0.285 1.963 -0.206 0.142
O 0.242578 -2.034607 -5.361263 -0.473 0.453 2.160 0.095
H 0.215568 0.197153 -3.931363 0.498 0.229 0.305 0.068
H 0.935598 1.252573 -5.186483 -0.292 -0.010 -0.083 0.094
H 1.864258 -0.132527 -4.666653 -0.138 -0.133 0.340 0.093
H -0.904632 -0.477957 -6.012363 -0.105 0.054 0.306 0.161
H 1.912498 -0.402197 -6.950073 0.453 -0.589 -0.164 0.132
H 0.528218 -0.146937 -7.948183 -0.402 -0.253 0.095 0.144
C -0.705202 -0.055607 -0.412973 0.866 -0.220 -0.553 0.019
C 0.772888 0.371653 -0.218793 0.221 -0.702 -1.202 -0.315
C 1.531408 1.166493 -1.325583 -0.553 -2.169 -1.360 -0.093
O 2.001628 2.331403 -0.738743 1.032 1.260 0.775 0.098
C 1.519138 2.443473 0.489677 -1.483 -0.459 0.760 -0.458
O 1.698588 3.327863 1.296687 0.191 -1.467 -1.641 0.136
O 0.643628 1.386853 0.664837 0.231 3.818 3.867 0.059
H -1.139102 0.817453 -0.900413 -0.546 -0.054 0.260 0.073
H -1.112172 -0.271697 0.574847 -0.096 0.421 0.026 0.087
H -0.946832 -0.942337 -0.999003 0.572 0.134 -0.281 0.045
H 1.425338 -0.341157 0.285507 -0.064 -0.652 -0.555 0.136
H 0.845038 1.457823 -2.120643 0.066 -0.103 -0.205 0.113
H 2.384388 0.598783 -1.697383 -0.107 0.093 -0.197 0.132
C -3.045882 -3.628847 6.847207 0.796 -0.300 -1.682 -0.010
C -3.494252 -3.559417 5.331447 -0.907 -0.678 1.161 -0.279
C -4.244702 -2.278957 4.957777 -0.005 -0.475 1.791 -0.133
O -3.410162 -1.630877 4.065557 1.009 -0.262 -1.705 0.068
C -2.470992 -2.503287 3.584517 1.816 1.023 -1.233 -0.473
O -1.744192 -2.230807 2.630327 -1.937 -1.196 2.530 0.108
O -2.394172 -3.627107 4.381497 -0.660 1.330 -0.315 0.075
H -3.746122 -3.401497 7.650997 -0.555 0.270 -0.663 0.082
H -2.209792 -2.933117 6.917927 0.152 -0.099 0.303 0.087
H -2.714452 -4.647487 7.048797 0.325 0.094 -0.015 0.075
H -4.162182 -4.388527 5.097917 0.302 -0.280 0.104 0.140
H -4.307532 -1.680947 5.866917 -0.395 0.278 -0.200 0.132
H -5.234442 -2.505487 4.561277 0.064 0.295 -0.231 0.137
C 6.742868 -3.387447 2.324627 0.862 -0.155 0.153 -0.014
C 5.433648 -3.109707 1.714387 -3.152 0.191 0.828 -0.380
C 4.288798 -2.678187 2.675387 0.316 -3.196 1.832 -0.109
O 3.546968 -1.633927 2.093967 0.803 0.240 0.216 0.096
C 4.324658 -1.187257 1.110587 0.859 0.768 -3.221 -0.513
O 4.105908 -0.289777 0.321097 -0.211 -1.050 1.848 0.142
O 5.427078 -1.981837 0.955387 0.479 3.112 -2.227 0.082
H 6.590888 -4.173277 3.064547 0.456 -0.008 0.089 0.096
H 7.174798 -2.484967 2.757127 -0.445 0.080 0.502 0.099
H 7.520938 -3.649107 1.607517 -0.333 -0.554 -0.206 0.093
H 4.905988 -3.880997 1.153337 1.095 -0.662 -0.493 0.150
H 4.705718 -2.531007 3.671687 -0.380 0.977 0.120 0.134
H 3.664478 -3.569537 2.737197 -0.493 0.296 0.378 0.126
C -0.129272 -3.470097 -1.736523 0.249 -0.319 -0.189 -0.044
N 1.187618 -3.510487 -1.111813 -2.876 1.315 0.125 -0.176
C 1.187638 -3.581647 0.329357 -0.485 -0.024 0.929 -0.029
C 2.292868 -3.400487 -1.827343 0.906 -0.951 1.433 -0.326
O 3.298318 -3.765217 -1.246983 1.928 0.583 -1.130 0.009
H -0.889092 -2.890067 -1.212733 0.360 0.118 0.325 0.047
H -0.504832 -4.492307 -1.782713 -0.194 -0.076 -0.266 0.092
H -0.031062 -3.059547 -2.741463 -0.068 -0.175 -0.099 0.080
H 0.534628 -2.800447 0.718437 -0.387 0.027 -0.099 0.079
H 0.780058 -4.528607 0.683277 0.019 -0.174 -0.029 0.098
H 2.112028 -3.399397 0.877427 0.316 -0.222 -0.911 0.070
H 2.186348 -3.009527 -2.851063 0.176 -0.224 -0.015 0.142
C 2.972168 8.130103 1.124037 0.833 0.493 -0.574 -0.061
N 3.790358 7.204043 0.332487 -1.153 -0.795 0.292 -0.179
C 3.136618 5.882633 0.155697 1.263 0.299 0.547 -0.040
C 4.898498 7.543023 -0.414713 -1.206 -0.116 -0.192 -0.338
O 5.449968 6.824103 -1.229883 -0.208 0.025 0.583 0.003
H 2.262898 8.617313 0.454947 0.005 0.478 0.124 0.087
H 3.640838 8.821513 1.636797 -0.230 0.392 -0.202 0.083
H 2.364308 7.666163 1.900807 0.400 -0.552 -0.148 0.067
H 4.013498 5.244183 0.048167 -0.690 -0.696 -0.543 0.094
H 2.566798 5.573493 1.031957 0.538 0.311 0.319 0.052
H 2.372728 5.817723 -0.619143 0.498 0.205 -0.672 0.086
H 5.202398 8.595383 -0.303483 0.033 0.011 0.432 0.130
C -3.956682 -4.638397 -0.353493 -1.018 1.603 -0.520 -0.014
N -4.863242 -3.392287 -0.163423 2.968 -2.798 -0.080 -0.162
C -4.304872 -2.168227 -0.721763 -0.725 -0.208 -0.590 -0.045
C -6.106712 -3.574747 0.272557 -1.293 0.986 -0.457 -0.380
O -6.994482 -2.740827 0.154867 0.270 -0.205 0.413 0.000
H -3.864152 -4.708697 -1.437273 0.404 -0.145 -0.038 0.081
H -4.377782 -5.594917 -0.043923 -0.396 0.421 0.388 0.077
H -2.977852 -4.501467 0.106117 -0.135 0.177 0.050 0.072
H -3.294312 -2.330267 -1.096743 0.343 -0.104 1.032 0.063
H -4.750992 -1.905087 -1.680843 -0.867 0.226 0.171 0.092
H -4.432642 -1.370977 0.010477 0.360 0.139 -0.280 0.097
H -6.296092 -4.560337 0.725257 0.153 -0.048 -0.036 0.130
C -0.150032 5.643253 2.605847 -0.377 2.363 -0.480 -0.217
O 0.019588 4.356263 3.019037 -0.498 -0.578 1.019 -0.088
H 0.767278 6.102143 2.236977 0.253 -0.159 -0.542 0.047
H -0.953692 5.800763 1.886527 0.054 -0.364 -0.632 0.072
H -0.436342 6.386303 3.350157 -0.046 -0.625 1.041 0.074
H 0.426008 3.902453 2.277097 0.249 -0.427 0.068 0.014
C -5.598632 2.281243 -1.065093 0.201 0.266 1.085 -0.161
O -4.484052 2.036813 -1.898833 -0.130 0.016 -0.693 -0.129
H -6.154752 3.161473 -1.387623 0.178 -0.145 -0.439 0.080
H -6.289622 1.446953 -0.944323 0.033 -0.214 -0.358 0.075
H -5.233112 2.525323 -0.067633 -0.103 0.059 0.270 0.075
H -3.859112 1.460623 -1.452683 -0.152 -0.020 0.153 0.058
C -1.884032 4.110743 -1.510763 0.103 0.398 0.412 -0.149
O -0.763582 4.639913 -0.826613 0.447 -0.105 0.481 -0.124
H -2.639672 3.980183 -0.736123 -0.141 0.023 -0.232 0.079
H -2.226152 4.830673 -2.254243 -0.277 -0.259 -0.167 0.085
H -1.689242 3.131813 -1.948773 0.073 -0.028 -0.248 0.058
H -0.086722 4.971373 -1.421253 -0.135 -0.103 -0.231 0.072
```
Forces are in eV/Å.

Calculated values
Total charge = 0
Total energy = -71282.04293 eV
Maximum force = 0.10578 Eh/bohr
M = 723.8 g mol⁻¹
HOMO energy = -8.9 eV
Kohn-Sham gap = 0.33253 Ha
SMILES string = C[C@H]1COC(=O)O1.C[C@H]1COC(=O)O1.C[C@H]1COC(=O)O1.C[C@H]1COC(=O)O1.CN(C)C=O.CN(C)C=O.CN(C)C=O.CO.CO.CO

Question: Look up the M of the second one.
Answer: 99.1 g mol⁻¹

Question: total energy of number 4 (C28H57N3O18)?
Answer: -71282.04293 eV

Question: The lowest maximum force belongs to which entry?
Answer: C5H9NO

Question: What is the formula in the third record?
Answer: C3H7O2